1.
Computed, not measured: a molecular structure, C23H44N4O5S2 at a distorted geometry, with ωB97M-V/def2-TZVPD.

- HOMO: -8.0568 eV
- LUMO: -0.093 eV
- Charge: 0
- Total energy: -62407.4981 eV

Structure (XYZ):
```
78
C23H44N4O5S2 (ωB97M-V/def2-TZVPD)
C 0.452 -3.924 1.464
C 0.041 -2.420 1.471
O 1.257 -1.794 1.300
C 2.239 -2.593 1.587
O 3.377 -2.190 1.866
O 1.798 -3.850 1.795
H 0.149 -4.245 0.467
H -0.082 -4.488 2.228
H -0.423 -2.046 2.384
H -0.666 -2.376 0.642
C -1.712 2.569 -3.763
C -0.718 2.022 -2.696
C -0.037 3.097 -1.775
C -1.040 3.756 -0.932
N -1.701 4.331 -0.360
H -2.353 3.406 -3.482
H -2.283 1.687 -4.054
H -1.280 2.816 -4.733
H -0.071 1.345 -3.254
H -1.263 1.376 -2.008
H 0.494 3.845 -2.365
H 0.597 2.609 -1.034
C -5.854 -2.707 -2.409
C -5.124 -1.547 -1.714
C -3.612 -1.754 -1.379
C -2.914 -0.758 -0.516
N -2.389 0.049 0.107
H -6.915 -2.621 -2.172
H -5.532 -3.650 -1.968
H -5.538 -2.960 -3.421
H -5.500 -1.401 -0.702
H -5.267 -0.560 -2.154
H -3.002 -1.761 -2.282
H -3.439 -2.766 -1.012
C 1.616 4.488 1.797
C 1.608 3.804 0.425
C 2.882 3.035 0.116
C 3.458 1.888 0.967
N 3.825 1.020 1.621
H 0.677 5.024 1.934
H 2.341 5.297 1.704
H 1.784 3.779 2.608
H 1.330 4.519 -0.350
H 0.769 3.108 0.452
H 3.735 3.714 0.090
H 2.666 2.605 -0.861
C 2.880 -1.808 4.717
C 4.062 -1.027 3.948
C 3.516 0.286 3.316
C 2.603 1.033 4.117
N 1.885 1.767 4.845
H 2.095 -1.980 3.981
H 2.476 -1.262 5.570
H 3.205 -2.776 5.097
H 4.642 -1.587 3.214
H 4.822 -0.834 4.705
H 2.992 0.083 2.383
H 4.324 0.967 3.049
C 1.186 0.439 1.867
S 0.380 1.278 0.371
O 1.292 1.328 -0.829
C -0.699 -0.217 -0.191
H 1.745 1.082 2.547
H 2.034 -0.058 1.397
H 0.560 -0.143 2.543
H -0.015 -0.969 -0.582
H -1.292 0.138 -1.034
H -1.345 -0.757 0.501
C -1.370 -0.387 -2.928
S -0.740 -1.969 -2.223
O -1.638 -2.639 -1.173
C -0.838 -2.963 -3.720
H -0.476 0.047 -3.374
H -1.704 0.238 -2.100
H -2.202 -0.574 -3.608
H -0.558 -2.345 -4.572
H -1.882 -3.252 -3.836
H -0.322 -3.918 -3.622
```


2.
Computed, not measured: 11 unconnected molecules or ions with the total composition C33H56Cl31O at a distorted geometry, with ωB97M-V/def2-TZVPD.

- HOMO: -1.9360 eV
- LUMO: 1.320 eV
- Charge: -1
- Total energy: -425369.8458 eV

Structure (XYZ):
```
121
C33H56Cl31O (ωB97M-V/def2-TZVPD)
C 6.822 -0.543 1.209
C 7.570 -0.499 -0.121
C 8.672 0.584 -0.085
C 8.873 1.218 -1.458
C 7.805 2.246 -1.866
C 7.279 3.156 -0.742
C 5.813 2.842 -0.356
C 4.850 3.895 -0.970
C 4.241 4.872 0.038
C 2.899 4.419 0.617
C 1.729 5.215 0.066
C 0.368 4.662 0.549
C -0.656 4.626 -0.584
C -2.111 4.765 -0.137
C -2.808 3.391 0.066
C -2.810 2.954 1.536
C -3.005 1.468 1.836
Cl -4.740 1.110 1.178
O -1.951 0.762 1.076
C -2.304 -0.064 0.015
C -0.983 -0.656 -0.538
C -0.131 0.536 -0.974
C -1.186 -1.556 -1.795
C -2.630 -1.764 -2.247
C -0.464 -2.889 -1.551
H 6.478 0.459 1.438
H 7.455 -0.934 1.997
H 5.947 -1.179 1.105
H 6.877 -0.251 -0.919
H 8.058 -1.444 -0.314
H 8.504 1.297 0.715
H 9.601 0.070 0.162
H 9.884 1.603 -1.555
H 8.810 0.404 -2.175
H 8.260 2.898 -2.609
H 6.983 1.753 -2.372
H 7.264 4.162 -1.147
H 7.925 3.186 0.128
H 5.550 1.884 -0.785
H 5.684 2.782 0.727
H 5.338 4.432 -1.776
H 4.014 3.351 -1.408
H 4.937 5.085 0.846
H 4.056 5.822 -0.462
H 2.907 4.576 1.695
H 2.720 3.382 0.388
H 1.767 5.194 -1.022
H 1.780 6.259 0.370
H 0.578 3.669 0.940
H 0.017 5.267 1.380
H -0.489 3.721 -1.162
H -0.422 5.463 -1.242
H -2.204 5.337 0.781
H -2.626 5.232 -0.973
H -2.319 2.688 -0.597
H -3.843 3.505 -0.242
H -1.817 3.168 1.936
H -3.530 3.541 2.095
H -2.915 -0.915 0.321
H -2.765 0.475 -0.815
H -0.504 -1.171 0.289
H -0.684 1.146 -1.682
H 0.773 0.183 -1.478
H 0.174 1.145 -0.132
H -0.660 -1.079 -2.620
H -3.328 -1.991 -1.453
H -2.948 -0.932 -2.857
H -2.640 -2.631 -2.912
H 0.499 -2.650 -1.110
H -1.029 -3.444 -0.805
H -0.321 -3.448 -2.471
C 3.372 -0.425 -4.061
Cl 4.226 0.752 -5.065
Cl 3.788 -0.215 -2.362
Cl 1.631 -0.307 -4.293
H 3.686 -1.414 -4.362
C 11.959 -1.513 -1.578
Cl 12.087 -0.170 -0.437
Cl 10.273 -1.952 -1.842
Cl 12.751 -1.111 -3.102
H 12.465 -2.371 -1.155
C -6.696 -1.739 -2.421
Cl -5.385 -1.705 -3.601
Cl -7.242 -3.409 -2.154
Cl -6.179 -1.004 -0.918
H -7.528 -1.174 -2.817
C -9.975 -4.381 0.158
Cl -9.517 -4.704 1.828
Cl -10.093 -5.884 -0.761
Cl -11.500 -3.489 0.091
H -9.206 -3.767 -0.292
C -14.083 -1.712 2.169
Cl -13.349 -0.473 1.153
Cl -13.663 -1.463 3.863
Cl -15.836 -1.738 1.959
H -13.691 -2.673 1.864
C 3.973 1.478 3.313
Cl 5.201 2.733 3.021
Cl 3.278 0.863 1.822
Cl 4.680 0.149 4.240
H 3.182 1.916 3.906
C -12.689 -2.939 7.681
Cl -11.152 -3.413 8.403
Cl -13.116 -4.026 6.357
Cl -13.965 -2.903 8.900
H -12.580 -1.942 7.277
C -17.920 -4.357 7.985
Cl -18.690 -2.840 7.518
Cl -16.446 -4.621 7.059
Cl -17.580 -4.373 9.718
H -18.607 -5.164 7.770
C 13.836 -5.517 -2.050
Cl 13.985 -4.194 -0.888
Cl 12.142 -5.926 -2.308
Cl 14.620 -5.100 -3.571
H 14.336 -6.383 -1.636
C -1.543 -4.339 -5.817
Cl 0.022 -3.555 -5.621
Cl -2.828 -3.357 -5.125
Cl -1.864 -4.693 -7.521
H -1.510 -5.275 -5.278
```


3.
Computed, not measured: C3H6N2O2 in the gas phase at a distorted geometry, with ωB97M-V/def2-TZVPD.

- HOMO: -9.0134 eV
- ΔE to the lowest compared entry with this formula, charge and spin: 35.8 kcal/mol
- LUMO: 0.760 eV
- Charge: 0
- Total energy: -10283.2466 eV

Structure (XYZ):
```
13
C3H6N2O2 (ωB97M-V/def2-TZVPD)
N -1.705 -0.901 -0.730
C -0.332 0.691 0.125
O -1.191 1.541 0.192
C -0.677 -0.792 0.244
O 1.941 -0.542 1.096
C 2.010 0.451 0.406
N 0.959 1.001 -0.323
H -2.484 -0.287 -0.570
H -1.776 -1.699 -1.327
H 0.164 -1.409 -0.065
H -0.851 -1.077 1.304
H 2.912 1.071 0.325
H 1.032 1.952 -0.676
```


4.
Computed, not measured: 11 unconnected molecules or ions with the total composition C27H56Br20O2Si at a distorted geometry, with ωB97M-V/def2-TZVPD.

- HOMO: -9.5592 eV
- ΔE to the lowest compared entry with this formula, charge and spin: 11.4 kcal/mol
- LUMO: 0.109 eV
- Charge: 0
- Total energy: -1441730.5597 eV

Structure (XYZ):
```
106
C27H56Br20O2Si (ωB97M-V/def2-TZVPD)
C 3.431 -6.478 1.535
C 2.402 -5.508 0.990
O 1.379 -5.905 0.604
O 2.768 -4.205 0.926
C 2.369 -3.418 2.064
C 0.886 -3.504 2.406
C -0.046 -3.278 1.211
C -1.272 -4.190 1.161
C -1.931 -4.497 2.523
Si -3.051 -6.012 2.289
H 2.988 -7.147 2.260
H 4.284 -5.945 1.937
H 3.734 -7.076 0.683
H 2.654 -2.395 1.865
H 2.956 -3.719 2.932
H 0.701 -2.715 3.128
H 0.734 -4.457 2.898
H -0.347 -2.238 1.141
H 0.522 -3.467 0.306
H -2.026 -3.671 0.571
H -1.057 -5.106 0.625
H -1.230 -4.767 3.305
H -2.568 -3.669 2.808
H -3.506 -6.486 3.613
H -4.230 -5.657 1.471
H -2.313 -7.091 1.593
Br 5.280 -3.086 -4.384
C 4.747 -2.603 -2.572
C 3.699 -3.537 -2.036
Br 1.940 -3.176 -2.782
H 4.424 -1.567 -2.606
H 5.653 -2.679 -1.978
H 3.581 -3.403 -0.963
H 3.922 -4.578 -2.247
Br 1.515 -6.706 4.544
C 1.469 -8.652 4.569
C 0.276 -9.167 5.328
Br 0.526 -9.005 7.251
H 2.414 -8.984 4.986
H 1.411 -8.950 3.523
H 0.140 -10.231 5.144
H -0.639 -8.638 5.083
Br -1.777 -0.228 1.266
C -2.443 0.364 -0.467
C -2.792 -0.799 -1.352
Br -1.200 -1.645 -2.079
H -1.677 1.004 -0.892
H -3.329 0.956 -0.248
H -3.359 -0.455 -2.215
H -3.352 -1.573 -0.836
Br -2.463 2.558 -3.737
C -0.983 3.647 -3.083
C 0.347 3.064 -3.478
Br 0.785 1.517 -2.385
H -1.108 3.729 -2.008
H -1.124 4.626 -3.536
H 1.143 3.785 -3.301
H 0.378 2.738 -4.512
Br -3.869 6.596 -2.196
C -4.989 5.948 -3.649
C -4.286 6.020 -4.977
Br -4.215 7.842 -5.653
H -5.901 6.536 -3.623
H -5.216 4.914 -3.397
H -4.840 5.456 -5.724
H -3.263 5.659 -4.939
Br 7.101 -5.030 -0.026
C 8.469 -3.644 -0.060
C 8.200 -2.582 0.973
Br 6.759 -1.406 0.408
H 8.494 -3.252 -1.072
H 9.405 -4.155 0.154
H 9.070 -1.939 1.096
H 7.915 -2.989 1.937
Br 3.916 -0.062 3.591
C 3.733 1.250 2.169
C 2.665 2.256 2.501
Br 0.898 1.477 2.275
H 3.526 0.698 1.257
H 4.706 1.731 2.085
H 2.708 3.102 1.818
H 2.727 2.616 3.523
Br 1.982 -3.041 6.060
C 1.388 -1.189 6.166
C 0.959 -0.825 7.561
Br -0.790 -1.563 7.990
H 0.595 -1.071 5.433
H 2.247 -0.595 5.864
H 0.847 0.253 7.653
H 1.647 -1.184 8.320
Br -5.203 8.317 -9.392
C -5.772 10.173 -9.266
C -6.076 10.561 -7.843
Br -7.784 9.845 -7.249
H -6.624 10.288 -9.928
H -4.936 10.756 -9.647
H -6.171 11.642 -7.755
H -5.327 10.207 -7.141
Br -2.845 10.181 -1.025
C -4.587 11.030 -0.840
C -5.691 10.211 -1.458
Br -5.685 10.341 -3.401
H -4.499 12.016 -1.284
H -4.743 11.127 0.232
H -6.659 10.597 -1.147
H -5.626 9.155 -1.215
```


5.
Computed, not measured: 2 unconnected molecules or ions with the total composition C2H4N2O2 at a distorted geometry, with ωB97M-V/def2-TZVPD.

- HOMO (alpha / beta): -10.5706 / -10.5700 eV
- ΔE to the lowest compared entry with this formula, charge and spin: 184.5 kcal/mol
- LUMO (alpha / beta): -1.105 / -1.105 eV
- Charge: 0
- Total energy: -9207.2227 eV

Structure (XYZ):
```
10
C2H4N2O2 (ωB97M-V/def2-TZVPD)
C 0.754 1.383 0.283
C 0.024 0.288 0.034
N 1.130 -1.443 -0.203
N -1.423 0.016 0.047
O -1.878 -1.110 0.326
O -2.120 0.979 -0.194
H 0.375 2.375 0.634
H 1.777 1.156 0.087
H 0.221 -1.866 0.107
H 1.140 -1.779 -1.121
```